#i
ORCA calculation (ωB97M-V/def2-TZVPD) on a gas-phase ion, C3H9N2O (charge +1).

ORCA input file:
```
! wB97M-V def2-TZVPD RIJCOSX def2/J DEFGRID3
* xyz 1 1
C 2.19 -1.04 0.09
N 0.95 -0.81 0.01
C 0.33 0.33 -0.38
O 1.08 1.74 0.15
N -0.91 0.43 0.32
C -1.91 -0.54 0.09
H 2.61 -2.01 0.58
H 3.01 -0.38 0.06
H 0.13 0.53 -1.50
H 1.05 2.20 -0.72
H -1.21 1.31 -0.07
H -0.77 0.62 1.35
H -2.08 -0.63 -0.95
H -1.61 -1.58 0.46
H -2.86 -0.18 0.50
*
```

Calculated values
LUMO energy: -4.033 eV
Kohn-Sham gap: 10.7 eV
Structure (SMILES): C=N[C@H](O)[NH2+]C

These are the natural (NBO) partial charges, in e, on atoms 1 to 2: 0.096 -0.503

#ii
ORCA calculation (ωB97M-V/def2-TZVPD) on a gas-phase ion, C3H9N2O (charge +1).

ORCA input file:
```
! wB97M-V def2-TZVPD RIJCOSX def2/J DEFGRID3
* xyz 1 1
C 1.15 0.01 -2.12
N 1.18 0.46 -0.72
C 0.28 0.11 0.22
O 0.76 0.10 1.38
C -1.13 -0.29 -0.01
N -1.83 -0.25 1.37
H 0.89 0.77 -2.82
H 0.55 -0.79 -2.47
H 2.17 -0.33 -2.44
H 2.10 0.69 -0.31
H -1.41 -1.27 -0.40
H -1.85 0.28 -0.57
H -2.70 -0.68 1.23
H -1.81 0.77 1.57
H -1.24 -0.68 2.05
*
```

Calculated values
LUMO energy: -3.800 eV
Kohn-Sham gap: 10.1 eV
Structure (SMILES): CNC(=O)C[NH3+]

These are the natural (NBO) partial charges, in e, on atoms 1 to 2: -0.462 -0.556

#iii
ORCA calculation (ωB97M-V/def2-TZVPD) on a gas-phase ion, C3H9N2O (charge +1).

ORCA input file:
```
! wB97M-V def2-TZVPD RIJCOSX def2/J DEFGRID3
* xyz 1 1
C 1.28 1.37 0.00
C 0.64 0.10 0.11
N 1.20 -1.09 0.09
N -0.93 0.17 0.08
C -1.56 -1.09 -0.06
O -1.45 1.36 -0.10
H 2.32 1.39 0.21
H 0.73 2.19 0.36
H 1.35 1.66 -1.08
H 2.24 -1.21 -0.15
H 0.76 -2.02 0.31
H -1.15 -1.55 -1.05
H -1.14 -1.87 0.64
H -2.58 -1.08 -0.04
H -1.97 1.78 0.67
*
```

Calculated values
LUMO energy: -4.041 eV
Kohn-Sham gap: 9.7 eV
Structure (SMILES): CC(=[NH2+])N(C)O

These are the natural (NBO) partial charges, in e, on atoms 1 to 2: -0.739 0.564

The structure with the greatest stability is #ii.

#i
ORCA calculation (ωB97M-V/def2-TZVPD) on 7 unconnected molecules or ions with the total composition C14H28Cl14.

ORCA input file:
```
! wB97M-V def2-TZVPD RIJCOSX def2/J DEFGRID3
* xyz 0 1
Cl -4.06 -1.55 2.87
C -4.10 0.06 2.13
C -5.42 0.34 1.47
Cl -5.58 -0.50 -0.08
H -3.30 0.10 1.40
H -3.88 0.82 2.88
H -5.53 1.41 1.31
H -6.25 0.05 2.11
Cl 6.54 1.13 0.01
C 5.29 -0.08 -0.34
C 3.96 0.54 -0.65
Cl 3.35 1.54 0.69
H 5.24 -0.75 0.52
H 5.64 -0.67 -1.19
H 3.23 -0.24 -0.86
H 4.05 1.17 -1.53
Cl 0.77 1.54 -1.94
C 1.54 3.12 -2.27
C 0.52 4.20 -2.53
Cl -0.15 4.06 -4.20
H 2.20 3.01 -3.13
H 2.15 3.37 -1.40
H 0.99 5.17 -2.46
H -0.34 4.12 -1.88
Cl 2.50 3.48 7.43
C 1.64 2.16 6.61
C 1.49 2.38 5.13
Cl 0.66 3.90 4.70
H 0.67 2.04 7.08
H 2.19 1.24 6.77
H 0.92 1.57 4.68
H 2.46 2.42 4.62
Cl -2.37 0.32 -1.89
C -3.11 -1.18 -2.50
C -4.08 -0.89 -3.63
Cl -3.23 -0.44 -5.12
H -3.62 -1.66 -1.67
H -2.29 -1.80 -2.86
H -4.72 -0.06 -3.37
H -4.69 -1.77 -3.81
Cl 0.36 -6.80 -2.70
C 0.64 -5.04 -2.87
C 1.69 -4.59 -1.89
Cl 2.06 -2.87 -2.18
H -0.31 -4.55 -2.71
H 0.96 -4.88 -3.90
H 2.61 -5.17 -1.99
H 1.32 -4.68 -0.87
Cl -1.05 -2.44 0.22
C 0.20 -1.17 0.28
C -0.23 0.05 1.04
Cl -0.27 -0.24 2.82
H 0.42 -0.92 -0.75
H 1.11 -1.60 0.71
H -1.23 0.37 0.78
H 0.47 0.87 0.88
*
```

Calculated values
LUMO energy: 0.362 eV
Kohn-Sham gap: 11.0 eV
Structure (SMILES): ClCCCl.ClCCCl.ClCCCl.ClCCCl.ClCCCl.ClCCCl.ClCCCl

These are the natural (NBO) partial charges, in e, on atoms 1 to 2: -0.048 -0.397

#ii
ORCA calculation (ωB97M-V/def2-TZVPD) on 7 unconnected molecules or ions with the total composition C14H28Cl14.

ORCA input file:
```
! wB97M-V def2-TZVPD RIJCOSX def2/J DEFGRID3
* xyz 0 1
Cl -12.29 -10.18 -7.28
C -10.54 -10.61 -7.44
C -9.76 -10.91 -6.21
Cl -10.13 -12.46 -5.54
H -9.99 -9.77 -7.92
H -10.53 -11.39 -8.19
H -9.94 -10.11 -5.44
H -8.72 -10.85 -6.45
Cl -11.86 -11.22 -1.54
C -11.62 -10.13 -2.93
C -12.35 -8.83 -2.82
Cl -11.49 -7.53 -1.70
H -12.01 -10.71 -3.91
H -10.56 -10.10 -3.06
H -13.38 -8.89 -2.44
H -12.27 -8.35 -3.79
Cl -17.15 -20.21 -5.14
C -16.75 -18.50 -4.75
C -18.04 -17.74 -4.55
Cl -17.68 -16.03 -4.42
H -16.08 -18.13 -5.54
H -16.15 -18.41 -3.82
H -18.51 -18.09 -3.63
H -18.76 -17.86 -5.35
Cl -19.25 -16.46 -0.11
C -18.07 -15.11 0.11
C -17.13 -15.00 -1.11
Cl -15.74 -16.07 -0.99
H -17.64 -15.17 1.11
H -18.79 -14.23 0.25
H -16.88 -13.96 -1.11
H -17.72 -15.21 -1.98
Cl -8.35 -14.80 -1.72
C -8.31 -15.20 -3.49
C -9.28 -16.34 -3.77
Cl -9.39 -16.68 -5.46
H -7.25 -15.52 -3.70
H -8.56 -14.21 -3.94
H -10.23 -15.97 -3.48
H -8.83 -17.14 -3.15
Cl -15.14 -11.92 -4.51
C -13.82 -13.18 -4.33
C -14.10 -14.13 -3.20
Cl -12.68 -15.26 -3.20
H -12.98 -12.62 -4.05
H -13.58 -13.57 -5.30
H -14.99 -14.76 -3.30
H -14.03 -13.61 -2.23
Cl -17.01 -8.99 -1.53
C -16.38 -9.76 -0.06
C -15.51 -10.96 -0.43
Cl -15.01 -11.70 1.08
H -17.28 -10.05 0.57
H -15.74 -9.05 0.42
H -14.57 -10.61 -0.95
H -15.82 -11.82 -1.07
*
```

Calculated values
LUMO energy: 0.340 eV
Kohn-Sham gap: 11.1 eV
Structure (SMILES): ClCCCl.ClCCCl.ClCCCl.ClCCCl.ClCCCl.ClCCCl.ClCCCl

These are the natural (NBO) partial charges, in e, on atoms 1 to 2: -0.066 -0.375

The structure with the greatest stability is #i.

#i
ORCA calculation (ωB97M-V/def2-TZVPD) on a gas-phase ion, C3HO4 (charge -1).

ORCA input file:
```
! wB97M-V def2-TZVPD RIJCOSX def2/J DEFGRID3
* xyz -1 1
O 1.60 -1.14 0.58
C 1.45 -0.16 -0.04
O 2.16 0.61 -0.71
C -0.18 0.41 0.06
O -0.95 -0.45 1.01
C -1.41 -0.20 -0.19
O -2.35 -0.51 -0.84
H -0.31 1.45 0.13
*
```

Calculated values
LUMO energy: 4.029 eV
Kohn-Sham gap: 8.7 eV
Structure (SMILES): O=C([O-])[C@@H]1OC1=O

These are the natural (NBO) partial charges, in e, on atoms 1 to 2: -0.680 0.811

#ii
ORCA calculation (ωB97M-V/def2-TZVPD) on 2 unconnected molecules or ions with the total composition C3HO4.

ORCA input file:
```
! wB97M-V def2-TZVPD RIJCOSX def2/J DEFGRID3
* xyz -1 1
C 3.81 0.26 -0.04
C -0.37 1.72 -0.11
C 0.23 0.74 0.60
O 1.15 -0.04 0.28
O 3.96 1.04 0.80
O -1.30 2.26 -0.71
O 3.84 -0.48 -0.90
H 0.18 0.90 1.80
*
```

Calculated values
LUMO energy: 3.567 eV
Kohn-Sham gap: 5.5 eV

These are the natural (NBO) partial charges, in e, on atoms 1 to 2: 1.061 0.372

The structure with the greatest stability is #i.

#i
ORCA calculation (ωB97M-V/def2-TZVPD) on 2 unconnected molecules or ions with the total composition C5H11O3.

ORCA input file:
```
! wB97M-V def2-TZVPD RIJCOSX def2/J DEFGRID3
* xyz -1 1
O -1.97 -0.23 0.75
C -1.09 0.64 0.55
O -0.89 1.78 1.06
C 0.09 0.22 -0.52
C 1.45 0.15 0.04
C 2.14 1.62 -0.04
C 2.29 -0.95 -0.74
H -0.11 0.88 -1.30
H -0.25 -0.70 -1.05
H 1.35 -0.06 1.17
H 2.31 1.80 -1.13
H 3.10 1.59 0.52
H 1.58 2.36 0.64
H 2.30 -0.85 -1.87
H 1.82 -1.85 -0.68
H 3.34 -1.11 -0.45
H -2.23 -1.76 -0.03
H -1.79 -2.43 -1.39
O -2.24 -2.55 -0.57
*
```

Calculated values
LUMO energy: 3.702 eV
Kohn-Sham gap: 8.0 eV

These are the natural (NBO) partial charges, in e, on atoms 1 to 2: -0.796 0.809

#ii
ORCA calculation (ωB97M-V/def2-TZVPD) on 2 unconnected molecules or ions with the total composition C5H11O3.

ORCA input file:
```
! wB97M-V def2-TZVPD RIJCOSX def2/J DEFGRID3
* xyz -1 1
C 1.35 -0.21 1.96
C 1.02 -1.69 1.81
O 1.24 0.46 0.68
H 0.58 0.25 2.59
H 2.34 0.02 2.30
H 0.28 -1.82 1.03
H 0.25 0.58 0.55
H 0.63 -2.10 2.76
H 1.79 -2.36 1.48
C -1.19 1.20 -1.71
C 0.03 0.36 -2.12
C -1.96 0.60 -0.52
O -3.14 0.27 -0.75
O -1.36 0.52 0.60
H -0.92 2.25 -1.55
H -1.98 1.14 -2.47
H -0.15 -0.70 -1.95
H 0.91 0.62 -1.54
H 0.27 0.61 -3.15
*
```

Calculated values
LUMO energy: 3.981 eV
Kohn-Sham gap: 8.4 eV

These are the natural (NBO) partial charges, in e, on atoms 1 to 2: -0.069 -0.638

#iii
ORCA calculation (ωB97M-V/def2-TZVPD) on 2 unconnected molecules or ions with the total composition C5H11O3.

ORCA input file:
```
! wB97M-V def2-TZVPD RIJCOSX def2/J DEFGRID3
* xyz -1 1
C -0.62 -0.05 2.22
C 0.08 1.23 2.58
O -0.15 -0.93 3.37
H -1.74 -0.23 2.16
H -0.23 -0.47 1.30
H -0.52 1.95 2.03
H -0.88 -1.21 3.71
H 1.16 1.14 2.14
H 0.04 1.46 3.68
C 0.09 0.48 -2.64
C 1.65 0.89 -2.49
C -0.35 -0.44 -1.51
O -0.88 0.11 -0.46
O -0.06 -1.65 -1.68
H -0.50 1.39 -2.61
H 0.06 0.06 -3.63
H 1.96 1.23 -1.58
H 1.81 1.58 -3.33
H 2.38 0.23 -2.64
*
```

Calculated values
LUMO energy: 3.835 eV
Kohn-Sham gap: 8.0 eV

These are the natural (NBO) partial charges, in e, on atoms 1 to 2: -0.089 -0.636

The structure with the greatest stability is #ii.

#i
ORCA calculation (ωB97M-V/def2-TZVPD) on a single C3H7ClS molecule.

ORCA input file:
```
! wB97M-V def2-TZVPD RIJCOSX def2/J DEFGRID3
* xyz 0 1
S 2.11 -0.67 -0.03
C 1.39 1.00 0.28
C -0.07 1.07 -0.24
C -0.67 -0.20 0.15
Cl -2.52 -0.27 -0.04
H 3.11 -0.47 -1.09
H 1.96 1.81 -0.09
H 1.44 0.79 1.31
H 0.03 1.34 -1.39
H -0.68 1.89 0.09
H -0.57 -0.13 1.25
H -0.15 -1.11 -0.09
*
```

Calculated values
LUMO energy: 0.638 eV
Kohn-Sham gap: 9.9 eV
Structure (SMILES): SCCCCl

These are the natural (NBO) partial charges, in e, on atoms 1 to 2: -0.100 -0.491

#ii
ORCA calculation (ωB97M-V/def2-TZVPD) on 2 unconnected molecules or ions with the total composition C3H7ClS.

ORCA input file:
```
! wB97M-V def2-TZVPD RIJCOSX def2/J DEFGRID3
* xyz 0 1
C 1.60 1.22 -0.44
C -2.01 -1.16 0.70
C 0.87 -0.02 -0.54
S -1.50 0.56 0.03
Cl 1.40 -1.45 0.33
H 1.16 1.87 -1.17
H 2.70 0.96 -0.60
H 1.29 1.62 0.48
H -1.29 -1.47 1.44
H -1.91 -1.81 -0.11
H -2.90 -1.10 1.30
H 0.53 -0.40 -1.43
*
```

Calculated values
LUMO energy: -0.420 eV
Kohn-Sham gap: 8.1 eV

These are the natural (NBO) partial charges, in e, on atoms 1 to 2: -0.710 -0.701

The structure with the greatest stability is #i.